No. 1
Density functional theory data (ωB97M-V with the def2-TZVPD basis set) for a molecular structure, C5H8N2S in a non-equilibrium geometry.

CARTESIAN COORDINATES (ANGSTROEM)
C1 0.6696 -0.2062 0.1173
C2 0.4286 1.1081 0.7815
C3 -0.8647 1.3310 -0.1734
C4 -0.5387 0.1141 -1.0069
C5 0.1343 -1.4627 0.6539
H1 2.9754 -1.5263 0.6128
H2 1.1203 1.9368 0.3888
H3 0.1861 1.1486 1.7570
H4 -0.7969 2.3173 -0.7493
H5 -1.9762 1.4268 0.4399
H6 -0.0342 0.3448 -1.8865
H7 -1.8042 -1.5301 -1.4623
H8 0.5402 -1.8919 1.7338
N1 -1.3812 -0.9155 -0.8528
N2 -1.0998 -1.7723 0.2311
S1 2.4415 -0.4226 -0.5849

Charge: 0
F_max in eV/Å: 5.591
Frontier orbital gap in eV: 8.7



No. 2
Density functional theory data (ωB97M-V with the def2-TZVPD basis set) for 4 unconnected molecules or ions with the total composition C6H9NO in a non-equilibrium geometry.

CARTESIAN COORDINATES (ANGSTROEM)
C1 2.2059 0.9500 -1.0813
C2 -0.0582 0.3435 -0.9409
C3 -0.9280 -0.8882 -0.3656
C4 -1.9957 -0.2224 0.3516
C5 -0.6839 -0.1071 1.3426
C6 0.2260 0.9345 0.4781
H1 2.0224 2.3722 -0.6023
H2 2.1941 0.7694 -2.5290
H3 3.6343 0.4987 -0.8303
H4 -0.1383 0.8502 -1.8032
H5 -1.2761 -1.4786 -1.0491
H6 -2.6587 0.4836 -0.1600
H7 -2.7742 -0.7250 0.9756
H8 -0.5625 -0.0081 2.3660
H9 0.4488 1.9518 0.9337
N1 1.3307 0.2143 -0.3858
O1 -0.3502 -1.5346 0.8367

Charge: 0
F_max in eV/Å: 7.662
Frontier orbital gap in eV: 9.4



No. 3
Density functional theory data (ωB97M-V with the def2-TZVPD basis set) for a molecular structure, C5H7NO in a non-equilibrium geometry.

CARTESIAN COORDINATES (ANGSTROEM)
C1 0.6826 1.3906 1.2379
C2 0.0052 0.5596 0.2042
N1 -0.5531 1.1665 -1.0592
C3 -1.4013 0.4945 -0.2243
C4 -0.0950 -1.8445 -0.7143
C5 0.4807 -0.7387 -0.0502
O1 1.2530 -1.5894 0.5152
H1 0.6515 0.8944 2.2130
H2 0.2097 2.3663 1.2960
H3 1.7292 1.5122 0.9522
H4 -0.2832 0.7294 -1.9502
H5 -2.1607 -0.2408 -0.4852
H6 0.0897 -2.0659 -1.7532
H7 -0.6084 -2.6341 -0.1821

Charge: 0
F_max in eV/Å: 2.677
Frontier orbital gap (spin up / spin down) in eV: 8.0 / 6.9



No. 4
Density functional theory data (ωB97M-V with the def2-TZVPD basis set) for a molecular structure, C38H70BN6PSiTi in a non-equilibrium geometry.

CARTESIAN COORDINATES (ANGSTROEM)
Ti1 -0.0768 0.3556 -0.0559
C1 -2.3412 3.3231 2.0178
C2 -1.1709 4.2453 1.6868
C3 -0.1834 4.3405 2.8481
C4 -0.4880 3.8691 0.4021
C5 0.2692 4.7035 -0.4208
C6 0.6428 3.9311 -1.4974
C7 1.5488 4.3744 -2.6127
C8 2.6921 3.4003 -2.8784
C9 0.8229 4.7594 -3.9006
N1 0.0916 2.7022 -1.3275
N2 -0.5866 2.6548 -0.1322
B1 -0.0985 1.5849 -2.4065
N3 1.1197 0.5567 -2.2448
N4 1.8076 0.4673 -1.0502
C10 2.9426 -0.1769 -1.3021
C11 3.0229 -0.5087 -2.6553
C12 1.8456 -0.0508 -3.2103
C13 1.3513 -0.1905 -4.6151
C14 2.3524 0.3511 -5.6300
C15 1.0139 -1.6566 -4.8885
C16 3.9049 -0.5037 -0.2078
C17 5.3491 -0.4325 -0.6961
C18 3.6034 -1.8786 0.3736
N5 -1.5202 0.9234 -2.2641
N6 -1.9159 0.3628 -1.0638
C19 -3.1948 0.0524 -1.1626
C20 -3.6670 0.3914 -2.4306
C21 -2.5891 0.9327 -3.1038
C22 -2.6822 1.3157 -4.5579
C23 -1.9361 2.5500 -5.0459
C24 -2.3987 0.1056 -5.4481
C25 -3.9471 -0.5226 0.0041
C26 -5.4292 -0.6946 -0.3061
C27 -3.3368 -1.8324 0.4790
H1 -3.0307 3.8144 2.7048
H2 -1.9933 2.4099 2.4994
H3 -2.8880 3.0299 1.1254
H4 -1.5690 5.2595 1.5168
H5 0.2545 3.3614 3.0590
H6 -0.6869 4.6864 3.7510
H7 0.6331 5.0254 2.6276
H8 0.5293 5.7312 -0.2474
H9 1.9948 5.2963 -2.2159
H10 2.3433 2.5114 -3.3988
H11 3.1670 3.0743 -1.9544
H12 3.4468 3.8761 -3.5046
H13 0.4254 3.8889 -4.4103
H14 1.5196 5.2531 -4.5792
H15 -0.0007 5.4439 -3.7028
H16 -0.0123 2.0542 -3.4835
H17 3.8111 -1.0339 -3.1571
H18 0.4319 0.3903 -4.6897
H19 3.3095 -0.1607 -5.5414
H20 2.5317 1.4160 -5.4939
H21 1.9810 0.1942 -6.6417
H22 1.9090 -2.2749 -4.8176
H23 0.5992 -1.7760 -5.8889
H24 0.2965 -2.0343 -4.1612
H25 3.7662 0.2515 0.5729
H26 5.5534 -1.2236 -1.4165
H27 6.0370 -0.5669 0.1365
H28 5.5693 0.5218 -1.1694
H29 3.8227 -2.6576 -0.3581
H30 2.5511 -1.9854 0.6346
H31 4.2235 -2.0579 1.2527
H32 -4.6607 0.2706 -2.8217
H33 -3.7529 1.5377 -4.6699
H34 -0.8930 2.3360 -5.2735
H35 -1.9630 3.3655 -4.3253
H36 -2.4007 2.8952 -5.9695
H37 -1.4068 -0.3039 -5.2696
H38 -2.4612 0.3899 -6.4962
H39 -3.1148 -0.6927 -5.2636
H40 -3.8611 0.2144 0.8198
H41 -5.5754 -1.4048 -1.1191
H42 -5.8993 0.2454 -0.5867
H43 -5.9496 -1.0825 0.5674
H44 -3.4163 -2.5959 -0.2930
H45 -3.8635 -2.1843 1.3646
H46 -2.2744 -1.7332 0.7054
C28 0.5033 -2.4369 4.2320
C29 0.1811 -1.9906 2.8127
P1 0.2403 -0.1848 2.4514
C30 -0.8405 0.4772 3.7862
C31 -2.2938 0.0611 3.6075
C32 1.9002 0.2943 3.0917
C33 2.3600 1.6733 2.6390
H47 0.4833 -3.5241 4.3026
H48 -0.2118 -2.0585 4.9621
H49 1.4956 -2.1159 4.5438
H50 -0.8079 -2.3386 2.5045
H51 0.8573 -2.4549 2.0898
H52 -0.7247 1.5621 3.8023
H53 -0.4712 0.1175 4.7521
H54 -2.6563 0.2765 2.5984
H55 -2.9465 0.5708 4.3159
H56 -2.4076 -1.0098 3.7622
H57 2.5955 -0.4797 2.7505
H58 1.8925 0.2441 4.1867
H59 2.1204 1.8597 1.5846
H60 3.4372 1.7818 2.7585
H61 1.8859 2.4651 3.2248
C34 0.2753 -5.0648 -2.7607
Si1 0.0914 -4.7330 -0.9228
C35 -1.5132 -5.4998 -0.3170
C36 1.5358 -5.5265 -0.0174
C37 0.0761 -2.9461 -0.6044
C38 0.0555 -1.7483 -0.3514
H62 0.3174 -6.1355 -2.9565
H63 1.1871 -4.6158 -3.1459
H64 -0.5603 -4.6532 -3.3199
H65 -1.4777 -6.5865 -0.3803
H66 -2.3554 -5.1561 -0.9127
H67 -1.7075 -5.2257 0.7176
H68 1.4324 -6.6106 0.0026
H69 1.6003 -5.1743 1.0094
H70 2.4777 -5.2917 -0.5080

Spin multiplicity: 3
Charge: 0
F_max in eV/Å: 1.398
Frontier orbital gap (spin up / spin down) in eV: 6.6 / 8.9



No. 5
Density functional theory data (ωB97M-V with the def2-TZVPD basis set) for a molecular structure, C8H24BrFeO4 in a non-equilibrium geometry.

CARTESIAN COORDINATES (ANGSTROEM)
Fe1 2.8862 14.7339 22.4673
Br1 1.6024 13.1395 20.8603
C1 2.4687 9.0697 22.2236
C2 2.3301 9.0021 20.7077
O1 1.1207 9.6957 20.3873
H1 1.5217 8.9067 22.7343
H2 2.7990 10.0807 22.4849
H3 3.2160 8.3933 22.6436
H4 2.1608 7.9847 20.3597
H5 3.1809 9.4852 20.2233
H6 1.2966 10.6401 20.4064
C3 -3.1458 11.3190 22.7008
C4 -1.7136 11.2677 22.2444
O2 -0.9492 12.1802 23.0196
H7 -3.2882 11.1683 23.7708
H8 -3.7169 10.5428 22.1907
H9 -3.4942 12.3249 22.4614
H10 -1.6946 11.5223 21.1793
H11 -1.2886 10.2638 22.3487
H12 -0.2862 12.5418 22.4266
C5 4.7876 12.0233 18.5119
C6 3.6141 11.4495 17.7129
O3 2.5269 12.3784 17.6379
H13 5.6664 11.3938 18.3673
H14 4.4843 11.9739 19.5620
H15 5.0571 13.0421 18.2421
H16 3.2677 10.4582 18.0145
H17 3.8732 11.2955 16.6636
H18 2.1933 12.4795 18.5364
C7 -0.7959 15.3678 17.6116
C8 0.5594 15.7823 18.1959
O4 0.4490 16.9724 18.9526
H19 -1.4920 15.0349 18.3842
H20 -0.6342 14.5553 16.9011
H21 -1.3301 16.1651 17.0922
H22 1.1932 15.9430 17.3176
H23 0.9660 14.9325 18.7375
H24 0.1796 17.6584 18.3353

Spin multiplicity: 5
Charge: +1
F_max in eV/Å: 3.244
Frontier orbital gap (spin up / spin down) in eV: 4.1 / 3.9



No. 6
Density functional theory data (ωB97M-V with the def2-TZVPD basis set) for a single C4H6BrF molecule in a non-equilibrium geometry.

CARTESIAN COORDINATES (ANGSTROEM)
C1 0.4529 -0.4817 -0.0627
C2 -0.6506 0.4713 0.0441
C3 0.3787 -1.9858 -0.0779
C4 -0.3625 1.9388 -0.0222
F1 1.7255 0.0176 -0.0960
Br1 -2.3477 -0.1981 0.0362
H1 1.0897 -2.4325 0.5776
H2 -0.5519 -2.3366 0.3039
H3 0.4887 -2.2763 -1.0894
H4 -0.1140 2.4150 0.8312
H5 -1.4088 2.3686 -0.2447
H6 0.0262 2.1893 -0.9948

Charge: 0
F_max in eV/Å: 7.313
Frontier orbital gap in eV: 9.3
SMILES: C/C(F)=C(/C)Br